Below is a 11-piece molecular cluster, C43H92F3N14O9S overall at a distorted geometry, with properties calculated with the ωB97M-V functional and the def2-TZVPD basis.

Summary:
HOMO-LUMO gap (spin up / spin down)   6.11 / 2.34 eV
2S+1   2
HOMO energy (spin up / spin down)   -27.33 / -27.33 eV
Total charge   +10
E_tot   -104212.451 eV

```
162
Properties=species:S:1:pos:R:3:forces:R:3:lowdin_spin:R:1
C -5.651148 -0.739985 0.828404 1.31 -1.31 -0.05 0.000
C -5.346447 -1.678630 1.974178 1.79 -0.47 0.38 0.000
O -4.263123 -2.163863 2.219397 -2.30 0.75 -0.14 0.000
N -6.528037 -2.005407 2.895684 1.53 0.85 -0.19 0.000
H -6.388321 -1.370429 3.668578 -0.05 0.43 0.77 0.000
H -7.371394 -1.651575 2.467144 -0.78 -0.25 -0.28 0.000
C -6.642667 -3.383499 3.424216 -1.09 -2.02 -0.30 0.000
H -5.498778 0.310984 1.074044 -1.12 0.03 0.33 0.000
H -6.528620 -1.126562 0.310031 -0.41 0.94 0.06 0.000
H -4.792948 -0.903182 0.176508 -0.05 -0.24 -0.21 0.000
H -7.693186 -3.634903 3.278248 0.00 -0.23 0.26 0.000
H -6.396966 -3.578687 4.468067 0.09 0.89 0.01 0.000
H -6.075343 -4.108687 2.840838 0.12 0.41 -0.23 0.000
C 6.682233 -1.373667 -1.273235 -1.64 -1.87 0.11 0.000
C 5.633067 -2.475507 -1.600791 1.63 -1.65 -6.53 0.000
O 5.680379 -3.154739 -2.675610 -1.18 3.18 6.41 0.000
N 4.433275 -2.522045 -0.662409 -0.51 0.79 -0.17 0.000
H 3.901060 -3.379624 -0.700050 0.42 -0.90 -0.21 0.000
H 4.839991 -2.402233 0.254291 0.16 -0.34 0.43 0.000
C 3.312979 -1.438577 -0.771000 1.04 -1.16 0.33 0.000
H 7.186144 -1.327765 -2.238671 0.51 0.60 0.45 0.000
H 7.287174 -1.709497 -0.430993 0.53 -0.16 -0.28 0.000
H 6.176168 -0.480441 -0.906992 0.04 0.27 -0.48 0.000
H 2.934710 -1.437442 0.251260 -0.23 0.50 -0.28 0.000
H 2.548759 -1.871260 -1.416647 0.20 0.54 -0.09 0.000
H 3.762804 -0.494986 -1.079860 -0.27 -0.22 -0.05 0.000
C 1.667143 -3.530287 2.472340 0.70 -1.38 1.06 0.000
C 1.681908 -4.369321 3.770206 -4.60 1.52 3.53 0.000
O 0.755664 -4.306015 4.616002 4.39 -0.84 -3.63 0.000
N 2.908851 -5.243665 4.071066 -0.46 1.60 -0.46 0.000
H 2.654279 -6.199636 4.274607 -0.63 -0.65 0.34 0.000
H 3.483510 -5.291921 3.241892 0.36 -0.19 -0.41 0.000
C 3.758157 -4.725064 5.212381 -0.06 -0.56 1.13 0.000
H 0.762570 -2.952206 2.283467 -0.05 -0.41 0.46 0.000
H 1.800739 -4.313923 1.726563 0.22 0.45 -0.72 0.000
H 2.490675 -2.818468 2.528960 0.34 -0.19 -0.24 0.000
H 4.253175 -5.617725 5.594754 0.48 0.24 -0.05 0.000
H 3.117913 -4.386865 6.027128 -0.21 0.06 -0.27 0.000
H 4.460157 -3.942849 4.923507 -0.18 -0.29 -0.32 0.000
C -0.851413 -0.697786 8.249751 0.07 -0.18 -2.58 0.000
C -0.793114 -1.427525 6.891268 3.22 -4.50 2.44 0.000
O 0.043711 -2.329021 6.674218 -3.78 3.98 -0.68 0.000
N -1.988107 -1.221187 5.930665 2.40 0.24 -1.73 0.000
H -2.714582 -1.883084 6.163529 -0.38 -0.38 0.23 0.000
H -2.333221 -0.274630 6.001553 -0.41 0.30 0.72 0.000
C -1.577306 -1.321524 4.408462 -1.72 -0.40 1.67 0.000
H -0.589906 0.307089 7.918212 -0.14 0.62 0.77 0.000
H -0.058915 -1.118057 8.868962 -0.38 0.03 0.12 0.000
H -1.868149 -0.741241 8.640239 0.14 0.14 0.34 0.000
H -2.563444 -1.154953 3.975003 0.37 0.19 -0.66 0.000
H -1.294874 -2.352519 4.195434 0.53 0.34 0.12 0.000
H -0.874337 -0.515109 4.199581 -0.02 -0.47 -0.03 0.000
C -3.486538 3.808524 0.812079 -0.10 -0.69 0.63 0.000
C -2.476112 4.895471 0.868334 1.45 -1.90 0.65 0.000
O -1.314174 4.681679 1.117095 -1.72 1.19 -0.14 0.000
N -2.937360 6.095238 0.180303 1.66 0.76 -1.52 0.000
H -3.616402 5.742867 -0.479134 -0.52 0.28 -0.38 0.000
H -3.447495 6.754782 0.750275 -0.11 0.76 0.74 0.000
C -1.735179 6.744424 -0.612362 -1.04 -0.25 0.80 0.000
H -4.509127 3.948451 1.162569 0.10 0.63 0.10 0.000
H -3.054732 2.961425 1.345044 -0.11 -0.06 -0.27 0.000
H -3.538252 3.616089 -0.259555 -0.13 -0.46 -0.19 0.000
H -1.050633 7.056707 0.176295 0.00 0.36 -0.45 0.000
H -2.158235 7.526591 -1.242696 0.24 0.17 0.29 0.000
H -1.308242 5.937928 -1.208507 -0.04 0.12 0.09 0.000
C 3.838820 -0.033016 6.701113 0.15 0.56 -1.01 0.000
C 3.214948 -0.426130 5.395228 -3.12 -5.83 1.66 0.000
O 2.502908 -1.486682 5.253843 3.54 5.80 -0.74 0.000
N 3.542005 0.439125 4.168401 -2.02 -0.41 -1.81 0.000
H 4.257040 1.137106 4.315520 -0.01 0.83 0.69 0.000
H 3.962023 -0.134524 3.451036 0.42 -0.90 0.12 0.000
C 2.287797 0.951920 3.347155 0.14 -0.38 -0.06 0.000
H 4.837255 -0.469502 6.727760 0.56 0.13 -0.27 0.000
H 3.413290 -0.466718 7.606059 -0.68 0.09 -0.34 0.000
H 3.929922 1.052822 6.728639 0.15 0.03 0.46 0.000
H 2.466620 1.024707 2.274385 1.37 1.00 0.01 0.000
H 1.877319 1.864763 3.778792 0.09 -0.39 0.04 0.000
H 1.580069 0.151222 3.132430 -0.34 -0.41 1.64 0.000
C 7.044825 2.921171 1.005230 -0.02 0.37 -0.25 0.000
C 5.909443 1.963027 1.131932 -0.55 0.18 -0.44 0.000
N 4.645414 2.689712 1.225874 -3.41 -0.01 -1.93 0.000
C 4.253489 3.591076 2.157879 -0.13 0.26 0.95 0.000
C 2.955679 4.017024 1.918804 1.65 -0.75 -0.42 0.000
N 2.617507 3.472171 0.706482 1.87 -3.37 -0.05 0.000
C 3.610952 2.549234 0.318834 -0.19 2.82 2.19 0.000
C 1.350115 3.612413 0.031741 -0.36 0.73 -0.39 0.000
H 6.767221 3.674800 0.268302 0.23 0.00 -0.19 0.000
H 7.893694 2.352079 0.626195 0.39 0.44 0.46 0.000
H 7.186080 3.455824 1.944523 0.66 -0.21 -0.05 0.000
H 5.985717 1.325415 2.012682 0.13 -0.31 -0.18 0.000
H 5.751408 1.435166 0.191449 0.47 -0.62 0.24 0.000
H 4.978656 3.853380 2.914005 -0.32 0.26 0.28 0.000
H 2.282068 4.532197 2.587568 0.10 0.52 -0.45 0.000
H 3.584821 1.953890 -0.581879 0.08 0.17 0.13 0.000
H 0.548457 2.982411 0.417133 0.28 0.08 0.37 0.000
H 1.448117 3.367897 -1.025948 0.26 0.12 0.08 0.000
H 1.144264 4.676487 0.147753 -0.56 -0.15 -0.26 0.000
C -5.211367 1.338324 -8.300953 0.20 -0.44 -0.97 0.032
C -6.094411 1.718241 -7.130026 -0.65 -0.34 -1.27 0.021
N -5.223419 2.169858 -6.115780 3.21 4.32 3.31 0.081
C -4.908299 3.524499 -5.878476 -1.34 -2.95 -0.12 0.153
C -4.001289 3.627198 -4.790015 -0.12 -3.63 0.39 0.397
N -3.729598 2.254501 -4.382927 -2.48 0.44 -3.75 0.012
C -4.404490 1.407522 -5.254185 -0.26 3.19 0.02 0.277
C -2.800129 1.794585 -3.408516 0.75 -0.06 1.18 -0.005
H -4.398611 0.670840 -8.014611 -0.15 -0.40 -0.23 0.001
H -4.764917 2.192958 -8.809274 -0.04 0.34 0.30 0.003
H -5.887334 0.907588 -9.039620 0.18 -0.51 -0.09 0.006
H -6.669003 0.894715 -6.706051 -0.25 -0.05 -0.33 0.005
H -6.701236 2.550087 -7.487648 -0.43 -0.06 0.53 0.000
H -5.475453 4.302049 -6.368530 0.10 0.30 -0.29 0.003
H -3.624833 4.469338 -4.228338 0.06 0.12 -0.24 0.013
H -4.327894 0.335725 -5.362749 0.07 -0.17 0.34 0.007
H -2.674750 0.711891 -3.420672 0.01 0.16 -0.55 0.000
H -3.198003 1.992277 -2.413165 0.21 0.35 0.02 -0.002
H -1.859070 2.307955 -3.605908 0.12 -0.24 0.39 -0.002
C 1.742358 -0.309020 -4.008576 -0.47 -1.18 -0.32 0.000
C 1.269165 1.003704 -4.596618 0.78 0.48 2.01 0.000
N 2.270554 1.591062 -5.469795 1.34 0.69 -1.95 0.000
C 2.531629 1.211642 -6.803379 -2.06 -1.33 1.75 0.000
C 3.637560 1.805905 -7.243367 0.03 1.88 -0.24 0.000
N 4.057995 2.737768 -6.276508 -3.01 -3.34 3.04 0.000
C 3.238705 2.462884 -5.140104 1.03 0.65 -2.17 0.000
C 5.096663 3.728603 -6.441680 0.57 0.46 -0.47 0.000
H 2.217790 -0.913770 -4.780812 -0.23 -0.15 -0.11 0.000
H 0.831994 -0.810785 -3.680609 0.11 -0.42 0.07 0.000
H 2.429220 -0.357740 -3.163629 0.03 0.93 -0.07 0.000
H 1.103303 1.696517 -3.771626 0.36 0.38 0.16 0.000
H 0.233337 0.887260 -4.915390 0.48 0.03 -1.44 0.000
H 1.794077 0.524114 -7.190307 0.55 -0.03 -0.70 0.000
H 3.976311 1.769444 -8.268222 0.51 0.17 0.11 0.000
H 3.312770 2.802681 -4.117636 0.40 0.58 -0.35 0.000
H 6.074703 3.462585 -6.040734 -0.22 -0.34 0.25 0.000
H 4.753673 4.665889 -6.003552 0.13 0.02 -0.35 0.000
H 5.217384 3.766756 -7.524306 0.12 0.66 0.09 0.000
C -1.634218 -4.249301 1.625430 -0.39 0.15 2.13 0.000
C -1.367723 -5.029814 0.413975 1.20 0.47 -2.39 0.000
N -2.105819 -4.463104 -0.748303 -3.20 -0.03 0.32 0.000
C -1.558786 -3.834454 -1.832402 -1.12 -0.33 0.22 0.000
C -2.611730 -3.415452 -2.603312 -0.45 0.06 0.35 0.000
N -3.845286 -3.735191 -1.958885 4.27 -0.59 0.53 0.000
C -3.483742 -4.389945 -0.816896 1.29 0.72 -0.99 0.000
C -5.105842 -3.225636 -2.416279 -1.49 0.13 0.94 0.000
H -2.592832 -4.437109 2.109043 -0.07 -0.06 -0.09 0.000
H -1.515126 -3.174252 1.490558 -0.14 0.01 -0.44 0.000
H -0.869916 -4.497747 2.361787 -0.17 -0.29 0.19 0.000
H -1.399129 -6.117718 0.354203 -0.54 0.05 0.63 0.000
H -0.341118 -4.772913 0.152861 0.21 -0.26 -0.19 0.000
H -0.481882 -3.758140 -1.803264 -0.19 0.15 -0.84 0.000
H -2.615698 -2.896831 -3.550630 0.00 -0.20 0.08 0.000
H -4.141969 -4.717470 -0.025780 -0.05 -0.23 -0.26 0.000
H -5.236815 -3.196763 -3.497993 0.26 -0.53 0.15 0.000
H -5.272841 -2.222416 -2.024150 0.35 0.30 -0.09 0.000
H -5.892075 -3.793335 -1.918626 -0.13 -0.35 -0.57 0.000
C -1.614042 -0.334214 -0.665363 2.91 -0.51 0.57 0.000
F -2.022814 0.934962 -0.344276 -0.15 -1.56 -0.92 0.000
F -2.467005 -1.262869 -0.277430 -0.83 0.67 -0.42 0.000
F -1.343302 -0.471681 -2.012273 -1.09 0.74 1.38 0.000
S 0.031118 -0.732086 0.226692 1.90 1.62 -0.82 0.000
O 0.438472 -2.052653 -0.258644 -0.50 1.13 -0.18 0.000
O 0.903157 0.432849 -0.195898 -1.59 -2.36 0.64 0.000
O -0.256432 -0.753305 1.647104 -0.42 0.39 0.06 0.000
```
Positions in Å, forces in eV/Å.